# 1
Here is one molecule with the formula C4H7NO2 at a distorted geometry from the OMol25 dataset. Energies are from ωB97M-V/def2-TZVPD.

CARTESIAN COORDINATES (ANGSTROEM)
N: -0.43011 -1.51218 1.61042
C: -0.21236 -1.62015 0.27177
O: 0.22374 -2.63046 -0.24721
C: -0.57462 -0.38177 -0.53392
C: -0.35550 0.92219 0.20392
C: 0.86149 1.79976 -0.41289
O: -0.47505 2.05325 -0.62816
H: -0.25786 -2.31920 2.19082
H: -0.80897 -0.66981 2.01251
H: -1.63825 -0.46994 -0.80816
H: -0.02660 -0.41117 -1.48350
H: 0.50726 1.07166 0.91769
H: 1.46700 1.24508 -1.11313
H: 1.36745 2.60359 0.14233

## Properties
relative energy (zero: lowest compared OMol25 entry of this formula, charge and spin)	89.7	kcal per mole
HOMO-LUMO gap	9.99	eV
total charge	0
E_LUMO	0.8635	eV
SMILES	NC(=O)C[C@H]1CO1

Here are the Löwdin charges for atoms 1 to 8, given in e: atom 1 (N): 0.16, atom 2 (C): -0.55, atom 3 (O): 0.05, atom 4 (C): -0.08, atom 5 (C): -0.25, atom 6 (C): -0.14, atom 7 (O): -0.03, atom 8 (H): 0.11


# 2
Here is one molecule with the formula C4H7NO2 from the OMol25 dataset. Energies are from ωB97M-V/def2-TZVPD.

CARTESIAN COORDINATES (ANGSTROEM)
C: 0.91432 -1.24727 0.00770
C: 0.35436 0.11660 -0.30143
C: -0.96032 0.45746 0.38765
N: -2.10653 -0.20307 0.09669
O: -0.90300 1.25731 1.30720
C: 1.20470 1.28498 -0.36660
O: 0.74733 0.61503 -1.56971
H: 1.96172 -1.29892 -0.30543
H: 0.84704 -1.44638 1.07922
H: 0.36337 -2.02488 -0.53221
H: -2.89938 0.04214 0.67024
H: -2.23341 -0.78220 -0.71413
H: 0.74719 2.26261 -0.26388
H: 2.22472 1.20833 0.00899

## Properties
relative energy (zero: lowest compared OMol25 entry of this formula, charge and spin)	39.0	kcal per mole
HOMO-LUMO gap	10.58	eV
total charge	0
E_LUMO	0.8448	eV
SMILES	C[C@@]1(C(N)=O)CO1

Here are the Löwdin charges for atoms 1 to 8, given in e: atom 1 (C): 0.00, atom 2 (C): -0.46, atom 3 (C): -0.47, atom 4 (N): 0.18, atom 5 (O): 0.06, atom 6 (C): -0.07, atom 7 (O): 0.01, atom 8 (H): 0.09


# 3
Here is one molecule with the formula C4H7NO2 at a distorted geometry from the OMol25 dataset. Energies are from ωB97M-V/def2-TZVPD.

CARTESIAN COORDINATES (ANGSTROEM)
C: 2.03591 0.06133 -0.11095
C: 0.62494 -0.03464 -0.65555
O: 0.37559 -0.04373 -1.83685
N: -0.42065 -0.15924 0.34304
C: -1.58810 -0.95037 -0.09372
C: -0.77736 1.15420 0.82935
O: -1.59983 1.85188 0.28921
H: 2.54160 0.98240 -0.41934
H: 2.59058 -0.74855 -0.59849
H: 2.05937 -0.04383 0.97900
H: -2.48459 -0.58787 0.42118
H: -1.76540 -0.92815 -1.17796
H: -1.37373 -1.96740 0.25357
H: -0.21832 1.41395 1.77750

## Properties
relative energy (zero: lowest compared OMol25 entry of this formula, charge and spin)	33.9	kcal per mole
HOMO-LUMO gap	10.59	eV
total charge	0
E_LUMO	0.6071	eV
SMILES	CC(=O)N(C)C=O

Here are the Löwdin charges for atoms 1 to 8, given in e: atom 1 (C): 0.00, atom 2 (C): -0.46, atom 3 (O): 0.11, atom 4 (N): -0.10, atom 5 (C): -0.05, atom 6 (C): -0.27, atom 7 (O): 0.09, atom 8 (H): 0.09


# 4
Here is a 2-piece molecular cluster, C4H7NO2 overall at a distorted geometry from the OMol25 dataset. Energies are from ωB97M-V/def2-TZVPD.

CARTESIAN COORDINATES (ANGSTROEM)
C: 2.27603 -1.21360 -0.33953
C: -1.22398 1.06335 0.65925
C: -1.34453 0.85914 -0.73910
C: -0.67349 -1.09188 0.14170
N: 1.93023 -0.11094 0.38398
O: -1.07115 -0.35340 1.13219
O: -0.91715 -0.49749 -0.91364
H: 2.31005 -2.35649 -0.05930
H: -0.32761 1.63074 1.05907
H: -2.03558 1.54842 1.35441
H: -2.43858 0.87474 -1.05567
H: -0.77451 1.51881 -1.33130
H: 3.16288 -1.26712 -0.99348
H: 1.12740 -0.60428 0.70141

## Properties
relative energy (zero: lowest compared OMol25 entry of this formula, charge and spin)	140.4	kcal per mole
HOMO-LUMO gap	10.04	eV
total charge	0
E_LUMO	0.6618	eV

Here are the Löwdin charges for atoms 1 to 8, given in e: atom 1 (C): -0.11, atom 2 (C): -0.14, atom 3 (C): -0.16, atom 4 (C): -0.24, atom 5 (N): 0.05, atom 6 (O): -0.05, atom 7 (O): 0.00, atom 8 (H): 0.10


# 5
Here is one molecule with the formula C4H7NO2 from the OMol25 dataset. Energies are from ωB97M-V/def2-TZVPD.

CARTESIAN COORDINATES (ANGSTROEM)
N: 1.31001 0.55875 1.80810
C: 0.95955 0.69536 0.49947
O: 0.87494 1.78382 -0.04174
C: 0.65016 -0.59153 -0.25156
C: -0.84502 -0.77985 -0.44713
C: -1.63273 0.21620 -1.17169
O: -1.27648 -1.02141 -1.77688
H: 1.53955 1.39424 2.32396
H: 1.40293 -0.33495 2.25991
H: 1.08499 -1.47090 0.23742
H: 1.09725 -0.49138 -1.24434
H: -1.35089 -1.39429 0.29997
H: -1.12234 1.09928 -1.55135
H: -2.69192 0.33664 -0.94415

## Properties
relative energy (zero: lowest compared OMol25 entry of this formula, charge and spin)	32.9	kcal per mole
HOMO-LUMO gap	10.76	eV
total charge	0
E_LUMO	0.7966	eV
SMILES	NC(=O)C[C@H]1CO1

Here are the Löwdin charges for atoms 1 to 8, given in e: atom 1 (N): 0.16, atom 2 (C): -0.54, atom 3 (O): 0.05, atom 4 (C): -0.06, atom 5 (C): -0.30, atom 6 (C): -0.11, atom 7 (O): -0.04, atom 8 (H): 0.11


# 6
Here is C4H7NO2 as an isolated structure at a distorted geometry from the OMol25 dataset. Energies are from ωB97M-V/def2-TZVPD.

CARTESIAN COORDINATES (ANGSTROEM)
O: -1.50091 -1.23978 -1.19606
C: -0.78131 -1.15074 -0.01823
C: 0.57359 -1.35989 -0.05270
N: 1.70973 0.52475 0.44951
C: 0.88666 1.55246 0.50153
C: -0.97569 0.90711 0.18946
O: -1.96465 1.39991 -0.14977
H: -2.32617 -0.74480 -1.09200
H: -1.33424 -1.38055 0.89449
H: 1.09970 -1.73985 0.80907
H: 1.04506 -1.47225 -1.02534
H: 2.11638 0.46416 -0.48216
H: 0.81911 2.28524 -0.31264
H: 0.63273 1.95423 1.48485

## Properties
relative energy (zero: lowest compared OMol25 entry of this formula, charge and spin)	106.9	kcal per mole
HOMO-LUMO gap	9.44	eV
total charge	0
E_LUMO	0.7149	eV

Here are the Löwdin charges for atoms 1 to 8, given in e: atom 1 (O): -0.03, atom 2 (C): -0.35, atom 3 (C): 0.00, atom 4 (N): -0.03, atom 5 (C): -0.26, atom 6 (C): -0.06, atom 7 (O): 0.13, atom 8 (H): 0.09